Record 1
DFT (ωB97M-V/def2-TZVPD) results for a structure of composition C22H35BrN4O8P2SSn in a non-equilibrium geometry.

Total energy (a.u.): -5549.149637
HOMO energy (eV): -14.01
HOMO-LUMO gap (eV): 6.2
Relative energy (zero: lowest compared OMol25 entry of this formula, charge and spin) (eV): 1.285
Lowest unoccupied orbital energy (Ha): -0.2852
Total charge: +2

Structure (XYZ):
```
74
C22H35BrN4O8P2SSn, DFT ωB97M-V/def2-TZVPD
Sn 0.63224 -0.24687 0.98131
Br 1.69506 -1.71027 3.17411
S 2.49993 0.29855 -0.95738
P -1.92229 1.53868 -0.48006
P -1.89489 -1.13888 -1.27675
O 1.84504 -1.05073 -0.60200
O -0.53271 1.19086 0.00302
O 2.10876 1.06630 0.30089
O -2.34663 0.12088 3.30049
O -2.69599 0.21943 -0.96646
O -0.82630 -1.44515 -0.25647
O -0.22924 0.37542 2.57974
O 2.01954 0.86683 -2.16869
N -3.07958 -2.24814 -1.30309
N -2.91082 2.06347 0.68460
N -1.81088 2.47493 -1.79921
N -1.23957 -0.91079 -2.74206
C -0.86807 -1.15622 7.03496
C -2.01629 -0.33524 -3.84059
C -2.37021 2.94931 1.72067
C 4.95952 0.14116 0.16936
C 6.32230 -0.06687 0.09518
C -2.74492 -3.65948 -1.09190
C -1.17819 -0.05682 3.46098
C 4.22124 0.14542 -1.00986
C -0.61463 -0.70065 4.67877
C -4.38465 -2.01053 -1.91560
C 1.08115 -1.96950 5.87523
C 0.58712 -1.38922 4.72441
C 4.82072 -0.03226 -2.25347
C 6.18605 -0.23116 -2.30030
C 0.03515 -1.53146 -3.12677
C 0.33921 -1.83848 7.04207
C 8.44205 -0.42392 -1.21492
C -1.34519 -0.59872 5.86146
C 6.95734 -0.24680 -1.13579
C -0.59341 3.20942 -2.15712
C -4.34575 1.80941 0.78598
C -3.05210 3.03313 -2.33774
H -5.15049 -2.49253 -1.30697
H -3.46647 -4.09658 -0.40079
H -1.44507 -1.06280 7.94421
H -2.91587 0.15011 -3.47056
H 8.91048 0.50865 -1.53632
H 0.31574 -2.31856 -2.43073
H -2.97770 3.08500 -3.42386
H -3.90555 2.40392 -2.08358
H -3.23793 4.03896 -1.95400
H -1.30615 3.12209 1.56761
H -2.88888 3.90918 1.70677
H -4.91303 2.71777 0.57436
H 8.86605 -0.69489 -0.25048
H -2.78717 -4.21174 -2.03316
H 4.22984 -0.00954 -3.15833
H 0.83219 -0.79224 -3.08564
H -0.65714 4.25083 -1.83432
H -0.47021 3.18893 -3.24020
H 2.01489 -2.51415 5.87247
H -1.75359 -3.75699 -0.65609
H 4.47846 0.31171 1.12329
H -2.50622 2.48510 2.69590
H -4.57569 1.48427 1.80128
H 6.90832 -0.08494 1.00462
H -1.40719 0.40741 -4.35802
H -2.29161 -1.11046 -4.55853
H 6.66866 -0.36625 -3.25954
H -4.60729 -0.94743 -1.96093
H -4.43002 -2.43634 -2.92088
H 0.71274 -2.28462 7.95342
H -0.03716 -1.90605 -4.14581
H 0.27557 2.74345 -1.70414
H 8.70850 -1.18651 -1.94565
H -4.65504 1.02706 0.09931
H -2.28613 -0.06687 5.83830
```

Record 2
DFT (ωB97M-V/def2-TZVPD) results for a structure of composition C22H35Cl2CrN4O3Se in a non-equilibrium geometry.

2S+1: 5
Total energy (a.u.): -5670.309123
HOMO energy (spin up / spin down) (eV): -1.98 / -3.16
HOMO-LUMO gap (spin up / spin down) (eV): 4.5 / 5.7
Lowest unoccupied orbital energy (spin up / spin down) (Ha): 0.0930 / 0.0930
⟨S²⟩: 6.0355
Total charge: -1

Structure (XYZ):
```
68
C22H35Cl2CrN4O3Se, DFT ωB97M-V/def2-TZVPD
Se -2.07893 -0.62969 1.27277
Cr 1.09289 0.82600 -0.75357
Cl 1.46364 -0.24764 1.23048
Cl 2.58398 2.21441 -1.53594
O -0.90648 0.69127 -1.75605
O -0.33720 2.25975 0.46956
O -0.86175 -3.18608 -0.95368
N -1.86350 0.08040 4.06506
N 0.26970 4.11598 1.62263
N -2.57767 -1.91896 3.73838
N -2.70744 0.32070 -3.16037
C -3.14868 -3.07512 3.12552
C 2.86473 -5.54510 -0.76671
C -1.47263 1.44245 3.83577
C -1.82971 -0.01811 -2.19252
C 1.52263 -3.58530 -0.65073
C 1.50489 -0.73737 -1.79993
C -2.50265 -1.75031 5.09812
C -3.76174 -0.58579 -3.62134
C 1.60598 -3.58674 0.73200
C 1.29983 4.83476 2.32742
C 0.33324 -2.97710 -1.26027
C 0.52923 2.93376 1.07069
C 2.31288 -4.58406 1.35671
C 2.17343 -4.55542 -1.43780
C -2.64082 1.59708 -3.86306
C 1.21248 -0.51825 -3.25745
C 3.97960 -0.55155 -2.12023
C -2.03803 -0.49284 5.30629
C -2.18402 -0.79520 3.05912
C -0.95244 4.84160 1.32328
C 2.75937 -0.94291 -1.35655
C 2.94135 -5.56460 0.61625
H -1.88589 0.02971 6.22694
H -4.21661 -3.14095 3.37324
H 0.64887 -2.69801 -2.36792
H -1.98188 1.81797 2.94111
H -0.75208 5.76431 0.76178
H 2.09324 -4.56579 -2.52885
H -1.69695 2.06810 -3.58656
H 3.53185 -6.28545 1.14887
H -2.81742 -2.51009 5.78108
H -1.98729 -1.01811 -1.75474
H 2.38378 -4.51198 2.42580
H 0.96096 0.55303 -3.29667
H 0.37597 -1.17956 -3.54277
H -3.65602 -0.82316 -4.69001
H -2.69053 1.43586 -4.95190
H -3.49519 2.22188 -3.56076
H -3.00513 -2.94581 2.04749
H 2.15083 4.17615 2.53217
H 4.63958 0.05224 -1.52450
H -2.65083 -3.97343 3.50704
H -1.74849 2.03035 4.71458
H 3.79203 0.03489 -3.00801
H 1.62882 5.68319 1.71583
H -1.60826 4.18528 0.75050
H -1.42743 5.14767 2.26145
H 0.87157 5.19387 3.26738
H 1.07876 -2.78247 1.24196
H 3.41492 -6.28477 -1.32201
H 3.03116 -1.53585 -0.48190
H 1.57426 2.58504 1.15681
H -0.39294 1.52342 3.68842
H 2.03867 -0.75856 -3.95214
H -4.75743 -0.13216 -3.51638
H 4.64694 -1.32091 -2.48317
H -3.75277 -1.52404 -3.06043
```

Record 3
DFT (ωB97M-V/def2-TZVPD) results for a cluster of 2 separate species, C22H35ClN3O4 in total in a non-equilibrium geometry.

Total energy (a.u.): -1783.954274
HOMO energy (eV): -9.73
HOMO-LUMO gap (eV): 6.6
Lowest unoccupied orbital energy (Ha): -0.1169
Total charge: +1

Structure (XYZ):
```
65
C22H35ClN3O4, DFT ωB97M-V/def2-TZVPD
Cl -2.06841 5.09352 3.08833
O -4.09677 4.49080 1.36038
O -0.99791 3.07132 -2.53926
O 0.34899 1.24306 1.66935
O -2.56163 2.53839 1.72818
N -0.73191 3.53563 0.44881
N -0.36129 -4.68218 -0.26547
N -0.25254 -5.32078 1.80373
C -1.88616 0.61071 -2.80594
C -0.82923 1.00671 0.82568
C -0.71470 -7.53644 2.84108
C 0.30709 2.40983 -2.47396
C -0.36837 -4.74668 -1.72099
C -0.09072 -6.16190 2.99743
C 2.25595 -0.52501 1.61906
C -0.48569 -3.95217 1.81372
C -1.70709 2.39377 0.50084
C 0.84458 0.01136 2.30312
C -2.74171 2.24971 -0.74360
C 2.03526 6.34736 -1.82910
C -2.99351 3.92377 1.92422
C 2.21378 -0.51987 -0.04215
C -2.12201 2.17101 -2.24880
C -0.56098 -3.55167 0.50856
C 2.91572 3.12279 -1.60240
C 3.52721 5.89193 -1.30635
C -0.15238 -5.73891 0.53248
C 0.94183 5.18837 -2.24165
C 4.01354 4.30480 -1.18883
C 1.41126 3.61331 -2.11239
H 3.19216 0.15524 1.90767
H -3.59275 3.08679 -0.77142
H 0.98216 -6.24714 3.20041
H -1.08497 4.37757 -0.05151
H -0.56956 -3.43688 2.75508
H -1.77719 -7.45544 2.59214
H 0.43282 1.61492 -1.62556
H -1.16535 -5.42423 -2.03884
H 0.58795 2.00401 -3.54402
H -0.27253 3.75190 1.35600
H -3.34320 1.23204 -0.57301
H -0.61710 -8.10783 3.76875
H 0.59795 -5.12575 -2.06343
H 1.07444 0.27880 3.44259
H 2.42878 -1.63819 1.96604
H -1.08365 0.01731 -2.20383
H 3.21342 1.97097 -1.51128
H 3.29188 -0.66615 -0.51214
H -0.72876 -2.60395 0.02902
H -0.22501 -8.10568 2.04551
H -1.75468 0.56824 -3.97837
H 1.86587 0.55974 -0.35455
H 4.29483 6.73256 -0.98119
H -0.55723 -5.64886 3.84588
H -0.54313 -3.75492 -2.14554
H 1.71535 7.47434 -1.88236
H 1.52646 -1.38321 -0.44964
H 0.06433 -0.86347 2.31984
H -1.56630 0.32126 1.46793
H 0.05124 -6.74953 0.19876
H 5.09043 4.02258 -0.79006
H -2.99995 2.56206 -2.96380
H -0.12789 5.54169 -2.57852
H -2.92704 0.06628 -2.59248
H -0.56594 0.39039 -0.12811
```